No. 1
86
Properties=species:S:1:pos:R:3:mulliken_charge:R:1 method="wB97M-V/def2-TZVPD" homo_energy_ev=-12.5302 charge=+1 e_above_lowest_kcal_mol=4.98 gap_ha=0.3441 lumo_energy_ha=-0.1164
C 0.03014 5.72288 -5.77841 -1.3656
C 0.76494 5.23104 -4.53740 -0.1916
C -0.17500 5.10868 -3.33978 -0.7930
C 0.54116 4.74538 -2.03883 -0.6016
C 1.10135 3.32433 -2.02600 -0.6212
C 1.72178 2.97830 -0.67455 -0.8330
C 2.27968 1.55679 -0.63811 -0.3023
C 2.84127 1.17774 0.73415 -1.0262
C 1.75247 0.84629 1.75445 1.0928
C 2.31927 0.49513 3.13232 -1.2131
C 2.95629 -0.89362 3.22032 -1.1125
C 1.95461 -2.05037 3.18537 0.9642
C 1.12084 -2.14265 4.46223 -0.7118
C 0.22881 -3.38300 4.51535 -1.3912
C -0.84314 -3.44581 3.42539 0.0022
C -1.82179 -2.27244 3.49054 0.0213
H -1.33533 -1.36889 3.11530 -0.0570
H -2.09689 -2.09762 4.53217 0.5546
C -3.10277 -2.52026 2.69462 -1.2867
C -2.85815 -2.68320 1.20415 -0.8753
H -2.18591 -3.51730 1.01753 0.4868
H -3.78632 -2.82319 0.65170 0.7254
S -2.00773 -1.23107 0.46845 1.3765
C -2.16600 -1.72302 -1.26629 0.6315
C -3.29941 -1.47181 -2.01866 -0.8115
C -3.34065 -1.85396 -3.35240 -0.8979
C -2.25434 -2.47921 -3.94185 -0.7474
C -1.12753 -2.75415 -3.18813 -0.5860
C -1.08057 -2.38583 -1.84744 -0.6910
C 0.06683 -2.74709 -0.98025 0.9378
O -0.00694 -2.58659 0.22828 -0.3530
O 1.08080 -3.27080 -1.61344 -0.4016
C 2.22456 -3.68275 -0.84286 -0.4057
C 3.15870 -2.51363 -0.58428 -0.4838
H 4.03911 -2.87035 -0.05864 0.4321
H 2.66326 -1.76581 0.02882 -0.2745
H 3.46747 -2.05883 -1.52208 0.3917
H 1.87773 -4.11431 0.10079 0.2583
H 2.70452 -4.44910 -1.45294 0.3561
H -0.27999 -3.26293 -3.61864 0.5674
H -2.29153 -2.76310 -4.98141 0.4340
H -4.23129 -1.65650 -3.92821 0.4638
H -4.16369 -0.98956 -1.59375 0.4075
C -3.34693 0.01255 0.65885 -1.3845
C -3.07418 1.27158 -0.15254 -0.7441
C -1.77186 1.94169 0.26215 -0.5871
H -1.79116 2.20400 1.31709 0.3522
H -0.92407 1.28344 0.08446 0.0664
H -1.62285 2.85095 -0.31252 0.2760
H -3.90605 1.96049 0.00896 0.4527
H -3.03933 1.04103 -1.21869 0.3163
H -4.31068 -0.43525 0.42716 0.5736
H -3.31904 0.25634 1.72094 0.6349
H -3.57089 -3.44383 3.04427 0.5131
H -3.81381 -1.71161 2.87472 0.3113
H -1.39904 -4.37808 3.55345 0.5361
H -0.36143 -3.47060 2.44884 -0.2391
H -0.26057 -3.41822 5.49151 0.4061
H 0.85644 -4.27294 4.43267 0.4170
H 1.79878 -2.17795 5.31785 0.4125
H 0.50569 -1.24952 4.57385 0.2538
H 2.51050 -2.98413 3.06840 0.5165
H 1.29890 -1.94576 2.32051 -0.9083
H 3.67004 -1.01235 2.40318 0.3646
H 3.52240 -0.95522 4.15207 0.4617
H 1.52371 0.56884 3.87536 0.4122
H 3.07213 1.24134 3.39359 0.4761
H 1.09798 1.71309 1.86438 0.3991
H 1.14153 0.01852 1.38207 -0.8757
H 3.50583 0.31966 0.62174 0.3701
H 3.44369 2.00614 1.11095 0.4997
H 3.07405 1.47781 -1.38350 0.5241
H 1.49591 0.84578 -0.92122 -0.1963
H 2.53103 3.68005 -0.46475 0.4943
H 0.97065 3.10258 0.10752 0.2222
H 0.29860 2.61593 -2.25249 0.1933
H 1.86066 3.22169 -2.80217 0.4606
H -0.16199 4.85413 -1.20793 0.2859
H 1.35524 5.45256 -1.86920 0.3845
H -0.68311 6.06568 -3.19989 0.3928
H -0.94097 4.35862 -3.55608 0.2962
H 1.22056 4.26270 -4.75210 0.2460
H 1.56693 5.93028 -4.29222 0.2854
H 0.71290 5.80189 -6.62066 0.3795
H -0.76943 5.03578 -6.04822 0.3360
H -0.40738 6.70249 -5.59994 0.3430

***

No. 2
54
Properties=species:S:1:pos:R:3:mulliken_charge:R:1 method="wB97M-V/def2-TZVPD" homo_energy_ev="-13.4416 / -13.4302" multiplicity=2 charge=+2 gap_ha="0.2842 / 0.1697" lumo_energy_ha="-0.2098 / -0.3239"
Cu 0.86708 0.56295 0.77951 -0.6760
C 0.77312 -2.27833 5.30412 -1.0448
N 0.47797 -2.19566 3.87444 0.1124
C 0.18464 -3.41475 3.13430 -0.9974
C 0.48688 -1.02438 3.21184 0.7117
N 0.22878 -0.89454 1.94428 -0.4824
N 0.79754 0.08722 3.98204 -0.0437
C 0.92905 1.40790 3.59339 0.7053
N 1.16746 2.25457 4.61949 -0.3662
N 0.84991 1.77529 2.35958 -0.2877
H 0.71352 -3.31321 5.62017 0.2833
H 0.04525 -1.72020 5.89887 0.3872
H 1.78593 -1.93148 5.52372 0.4014
H 0.28587 -4.26789 3.79594 0.2532
H 0.88481 -3.55389 2.30783 0.3958
H -0.83825 -3.41202 2.74951 0.3532
H 0.02015 -1.77097 1.49105 0.1436
H 0.96154 -0.08914 4.95668 0.1371
H 1.19144 1.95165 5.57704 0.1661
H 1.27711 3.23707 4.44889 0.1965
H 0.98434 2.76859 2.22707 0.1326
C -4.23205 1.72458 -0.75880 -0.9698
Te -2.33895 1.40203 0.20323 0.6252
C -2.54023 -0.60432 -0.51685 -0.9357
C -3.88967 -0.72302 -1.17015 0.7767
C -4.32480 -1.95028 -1.66010 -0.7256
C -5.56835 -2.05412 -2.25712 -0.5816
C -6.38465 -0.93438 -2.36716 -0.5811
C -5.95676 0.28823 -1.88232 -0.7523
C -4.70567 0.39815 -1.28265 0.5410
H -4.08280 2.45763 -1.55612 0.4515
H -4.92166 2.16283 -0.03450 0.4819
H -2.42599 -1.28319 0.33038 0.3895
H -1.71808 -0.79087 -1.21276 0.5139
H -3.68960 -2.82394 -1.57462 0.4475
H -5.90566 -3.00942 -2.63506 0.4202
H -7.35846 -1.01879 -2.82964 0.4139
H -6.59318 1.16056 -1.96893 0.4568
N 1.55712 0.77388 -0.95044 -0.4665
C 2.35323 1.09507 -1.73187 0.7268
N 3.25694 1.40695 -2.60557 0.0938
C 3.00905 2.24759 -3.78603 -0.5185
C 3.73408 1.62998 -4.97695 -0.5662
O 5.10617 1.46592 -4.69279 -0.3585
C 5.31911 0.58438 -3.61229 -0.5674
C 4.68164 1.12689 -2.33800 -0.5390
H 3.41612 3.24387 -3.59568 0.2776
H 1.94036 2.31972 -3.97607 0.4079
H 3.66250 2.29770 -5.83324 0.3500
H 3.27761 0.66589 -5.23470 0.3401
H 6.39548 0.50405 -3.47233 0.3438
H 4.91221 -0.40890 -3.84049 0.3421
H 5.17245 2.06067 -2.05233 0.2664
H 4.76838 0.40584 -1.52783 0.4147

***

No. 3
177
Properties=species:S:1:pos:R:3:mulliken_charge:R:1 method="wB97M-V/def2-TZVPD" homo_energy_ev=-4.4145 charge=-1 gap_ha=0.1696 lumo_energy_ha=0.0073
C -4.35004 -0.31383 -7.07142 -0.8821
C -5.00616 -1.05456 -5.90481 -0.5293
C -4.25702 -0.88537 -4.56516 -1.1590
C -3.54354 0.44776 -4.43043 0.0236
N -4.45993 1.58341 -4.40166 -0.2145
Ga -3.99138 2.92793 -3.08196 -0.3372
S -6.01954 3.95202 -2.49690 -0.5005
C -2.86740 4.36795 -3.96270 -0.8249
C -3.46152 4.58883 -5.37138 0.0738
C -3.85522 6.03465 -5.62166 -0.8940
N -2.71530 6.97198 -5.59925 -0.6222
C -3.23994 2.17987 -1.34553 -0.7638
C -1.74632 2.30323 -1.21540 -0.4037
O -1.35232 2.21391 0.16907 -0.3735
C -0.03211 2.61607 0.39551 -0.2960
C 0.93060 1.43649 0.29729 -0.5736
O 2.06861 1.61719 1.16804 -0.2836
C 3.25114 1.48720 0.46691 -0.5310
C 3.97614 2.60049 0.06454 -0.9289
C 5.15395 2.45519 -0.67081 -0.0392
C 5.65354 1.19842 -1.03328 0.0873
C 6.94808 1.07860 -1.87281 3.4036
C 6.94522 2.27419 -2.86224 -2.0160
C 8.10034 1.32415 -0.87172 -1.9694
C 7.00807 -0.25736 -2.63276 -2.0352
C 8.37863 -0.82018 -3.05964 2.8707
C 9.13880 -1.52106 -1.89215 -1.6695
C 8.05329 -1.94194 -4.09099 -1.8214
C 9.30463 0.15213 -3.79742 -2.0740
C 4.92878 0.09257 -0.58202 -0.3694
C 3.74800 0.22811 0.15556 -0.7374
H -4.85271 -0.57975 -7.99961 0.4324
H -4.46131 0.75684 -6.91859 0.2697
H -3.30695 -0.59684 -7.19653 0.1635
H -4.98876 -2.11887 -6.15449 0.3797
H -6.05618 -0.77674 -5.83909 0.2886
H -3.59012 -1.73195 -4.39769 0.4265
H -4.99668 -0.92849 -3.75972 0.3463
H -2.89019 0.38969 -3.54398 -0.0572
H -2.85412 0.57299 -5.27382 0.1953
H -5.37320 1.22932 -4.13279 0.2073
H -6.79948 3.59629 -3.52676 0.0266
H -2.99950 5.29743 -3.40227 0.4864
H -1.80088 4.14006 -3.99710 0.4865
H -2.74469 4.32687 -6.15271 0.0112
H -4.35136 3.97655 -5.53130 0.2018
H -4.61833 6.36705 -4.91667 0.2658
H -4.30780 6.13312 -6.61181 0.3051
H -1.95324 6.56507 -5.07349 0.2674
H -2.40992 7.16757 -6.54024 0.2767
H -3.55229 1.15470 -1.14222 0.3079
H -3.67687 2.77657 -0.53990 0.4650
H -1.36402 3.22236 -1.66807 0.2757
H -1.27950 1.47054 -1.76037 0.2164
H 0.27478 3.45098 -0.23951 0.3067
H 0.01986 2.98670 1.42384 0.0523
H 0.37367 0.53568 0.55298 0.3128
H 1.27330 1.32152 -0.72944 0.5267
H 3.59584 3.57756 0.32870 0.4714
H 5.65778 3.37018 -0.94181 0.3001
H 7.32868 3.15119 -2.35213 0.3913
H 5.93468 2.46680 -3.21181 0.4362
H 7.54232 2.07058 -3.74467 0.3285
H 9.02626 1.64430 -1.34059 0.2547
H 7.78850 2.13846 -0.21890 0.5998
H 8.24271 0.47311 -0.21230 0.3582
H 6.43756 -0.11045 -3.55301 0.3203
H 6.50398 -1.06174 -2.10816 0.0234
H 10.11344 -1.03491 -1.83856 0.3670
H 8.61659 -1.41627 -0.94962 0.2465
H 9.34755 -2.55993 -2.12742 0.3601
H 7.28078 -1.60945 -4.78277 0.4182
H 8.95043 -2.29445 -4.59126 0.4399
H 7.61014 -2.76039 -3.53112 0.3897
H 9.83052 0.85272 -3.15510 0.3612
H 10.07331 -0.44574 -4.28914 0.5381
H 8.76603 0.64645 -4.60254 0.3788
H 5.25431 -0.91614 -0.78293 0.4207
H 3.20874 -0.65265 0.47589 0.4393
C 1.42689 -0.09775 -10.65448 -0.4024
C 1.06209 -1.33599 -10.14321 -0.4835
C -0.27114 -1.61945 -9.89362 -0.4004
C -1.22143 -0.65358 -10.16568 0.0564
C -0.87631 0.58618 -10.66882 -0.0658
C 0.45876 0.86307 -10.91333 -0.5543
N -2.64101 -0.96280 -9.91732 0.9461
O -2.90032 -2.05446 -9.45784 -0.5666
O -3.46704 -0.11281 -10.18838 -0.5155
H 2.46867 0.11929 -10.85120 0.3772
H 1.81694 -2.08279 -9.93898 0.3714
H -0.56089 -2.57958 -9.49374 0.4647
H -1.63056 1.32941 -10.86932 0.3584
H 0.74309 1.82924 -11.30726 0.3901
C 1.78367 0.93420 5.06218 -0.8985
C 1.26221 1.95632 4.27836 0.2087
C 0.52461 2.97155 4.86954 -0.5786
C 0.32819 2.94448 6.23924 0.0683
C 0.83673 1.93030 7.03073 -0.5850
C 1.56920 0.91696 6.43510 0.0407
N -0.43433 4.02904 6.87715 1.0462
O -0.88668 4.90070 6.16470 -0.6130
O -0.56717 3.99231 8.08727 -0.6368
H 2.36215 0.14495 4.59847 0.4757
H 1.43578 1.95816 3.20931 0.3587
H 0.11424 3.76903 4.26761 0.5315
H 0.67007 1.92394 8.09777 0.5137
H 1.97074 0.11734 7.04562 0.2432
C 0.54965 -5.15419 10.45873 -0.5261
C 1.29000 -5.24553 9.28851 -0.4920
C 1.80601 -4.10024 8.70142 -0.4217
C 1.57169 -2.87939 9.30579 0.2120
C 0.83375 -2.76900 10.47066 -0.4533
C 0.31969 -3.91706 11.04594 -0.2961
N 2.12335 -1.65983 8.70136 1.0384
O 2.75049 -1.77197 7.66324 -0.6409
O 1.91895 -0.60795 9.27343 -0.5969
H 0.14753 -6.04839 10.91511 0.3974
H 1.46529 -6.20911 8.83084 0.3764
H 2.37939 -4.16362 7.78868 0.4626
H 0.65824 -1.80448 10.92412 0.4822
H -0.26225 -3.84868 11.95469 0.4285
C -4.60187 3.18315 -13.56846 -0.4820
C -4.40728 4.55617 -13.48716 -0.3478
C -4.04508 5.13736 -12.28156 -0.4201
C -3.87828 4.32648 -11.17585 -0.1395
C -4.07525 2.95953 -11.23446 -0.4159
C -4.44055 2.38649 -12.44194 -0.3891
N -3.47365 4.92532 -9.89091 1.0606
O -3.34275 6.13335 -9.84494 -0.6298
O -3.29968 4.16282 -8.96829 -0.5570
H -4.88163 2.73277 -14.51207 0.3773
H -4.53643 5.17552 -14.36432 0.3692
H -3.89323 6.20411 -12.21034 0.4546
H -3.95163 2.34670 -10.35244 0.6735
H -4.59876 1.31773 -12.50197 0.4451
C 8.87989 -7.66531 1.13798 -0.4200
C 8.83108 -8.17621 -0.15251 -0.4109
C 8.33607 -7.40067 -1.18833 -0.4481
C 7.89964 -6.11878 -0.91112 0.1135
C 7.93452 -5.59443 0.36738 -0.2528
C 8.42891 -6.37793 1.39764 -0.4790
N 7.39270 -5.28243 -2.01081 1.0186
O 7.35590 -5.77013 -3.12171 -0.6149
O 7.04653 -4.15059 -1.73905 -0.5523
H 9.27148 -8.27219 1.94377 0.3761
H 9.18128 -9.17935 -0.35288 0.3667
H 8.29496 -7.79186 -2.19386 0.4547
H 7.58471 -4.59150 0.56209 0.4677
H 8.46488 -5.98227 2.40316 0.3743
C -4.30232 -0.25802 10.25250 -0.6447
C -3.08148 -0.74315 9.80077 -0.4889
C -2.83264 -2.10651 9.80343 -0.3790
C -3.81830 -2.96455 10.25778 0.0067
C -5.03698 -2.49932 10.71585 -0.6782
C -5.27693 -1.13491 10.71253 -0.0408
N -3.56426 -4.41293 10.24188 1.0005
O -2.47301 -4.78389 9.85516 -0.5941
O -4.45334 -5.15283 10.61332 -0.6227
H -4.49619 0.80628 10.24352 0.4337
H -2.32428 -0.05896 9.44229 0.5635
H -1.88587 -2.48989 9.45224 0.5817
H -5.79166 -3.18595 11.06970 0.5364
H -6.22603 -0.75519 11.06427 0.3205
C -10.81933 -3.31982 13.84259 -0.4315
C -10.08475 -3.40930 12.66758 -0.5004
C -9.55934 -2.26540 12.08883 -0.2314
C -9.77748 -1.04618 12.70339 0.0958
C -10.51108 -0.93606 13.86956 -0.4117
C -11.03503 -2.08483 14.44002 -0.3927
N -9.20158 0.16842 12.10303 1.0140
O -8.57674 0.03827 11.06840 -0.6135
O -9.38039 1.22157 12.67676 -0.6020
H -11.22444 -4.21562 14.29450 0.3723
H -9.91894 -4.37106 12.20230 0.3804
H -8.98840 -2.32835 11.17420 0.4975
H -10.67291 0.02680 14.33057 0.4495
H -11.60964 -2.01669 15.35336 0.3685

***

No. 4
12
Properties=species:S:1:pos:R:3:mulliken_charge:R:1 method="wB97M-V/def2-TZVPD" homo_energy_ev=-8.8876 charge=0 smiles="C#C/C(=N/N)C(F)F" e_above_lowest_kcal_mol=106.87 gap_ha=0.3317 lumo_energy_ha=0.0051
C -0.20824 0.09815 -0.17695 0.6631
C -1.56671 -0.18844 -0.00208 -0.2795
C -2.81730 -0.09214 0.41286 -0.4276
C 0.67533 -1.08400 -0.30544 0.1477
H 1.72339 0.58067 0.34520 0.2178
H 1.68261 2.29743 0.35590 0.3102
H -3.88213 0.01440 0.35025 0.3711
H 1.28983 -0.86197 -1.25010 0.2873
N 1.43661 1.38111 -0.09720 -0.4130
N 0.12078 1.30928 -0.08159 -0.3493
F 0.00210 -2.15178 -0.33421 -0.2173
F 1.54372 -1.30272 0.78336 -0.3105